ORCA calculation (ωB97M-V/def2-TZVPD) on one molecule with the formula C8H18BrP at a distorted geometry.

CARTESIAN COORDINATES (ANGSTROEM)
C 0.866 -2.943 -0.377
C 0.315 -1.661 0.355
C 0.053 -0.565 -0.719
C 1.390 0.088 -1.035
C 1.875 1.272 -0.089
C -1.092 0.486 -0.405
P -1.232 1.718 -1.767
Br -2.785 -0.577 -0.181
C -1.185 1.519 0.864
C -0.999 0.848 2.222
H 0.411 -2.978 -1.417
H 1.943 -2.930 -0.616
H 0.679 -3.887 0.139
H 1.164 -1.362 1.024
H -0.514 -1.921 0.907
H -0.463 -1.029 -1.569
H 1.293 0.636 -1.903
H 2.024 -0.657 -1.145
H 1.485 1.108 0.913
H 1.452 2.191 -0.339
H 2.968 1.369 -0.086
H -1.713 0.906 -2.792
H -2.603 2.006 -1.420
H -2.205 1.928 0.867
H -0.403 2.322 0.743
H -0.060 0.212 2.277
H -0.870 1.613 2.871
H -1.796 0.289 2.678

Force components x, y, z for each atom (eV/Å):
-0.4 0.4 -1.5
3.2 -0.2 -1.8
-1.2 0.8 2.0
-2.9 4.2 1.8
0.2 -2.8 0.7
-0.4 0.8 1.4
-1.1 0.3 -0.1
0.3 0.0 -0.3
0.7 -1.7 -0.5
1.6 -2.1 -1.4
0.2 -0.3 1.2
-0.2 0.3 0.5
-0.2 0.2 0.0
-1.0 0.1 -0.2
-1.9 -0.4 1.2
0.9 -0.2 -0.2
-0.1 0.5 -2.6
3.5 -3.2 -0.5
0.5 -0.2 0.4
-0.6 1.5 -1.0
-0.3 -0.1 0.1
0.1 -0.5 -0.5
0.7 0.3 -0.2
0.5 0.2 -0.4
-1.0 -0.7 0.1
-1.1 0.7 -0.1
0.7 2.5 2.3
-0.7 -0.5 -0.6

* energy above the lowest of the compared OMol25 structures with the same formula, charge and spin: 9.8 kJ/mol
* maximum force: 0.1051 hartree/bohr
* E: -87917.381 eV
* lowest unoccupied orbital energy: 0.0303 hartree
* frontier orbital gap: 0.3694 Eh